1.
Molecular formula: C5H12NO
Method: DFT, ωB97M-V/def2-TZVPD

Computed properties:
- Multiplicity: 1
- Energy: -327.61585 Eh
- Charge: -1
- SMILES string: CCN(C)CC[O-]
- Orbital gap: 5.8 eV
- E_LUMO: 3.8 eV

Each line ends with the natural charge from an NBO analysis.
Positions of all 19 atoms, in Å:
O: 2.8241 -0.7459 0.2107  -0.9722
N: -0.2443 0.3580 -0.0973  -0.4442
C: -1.2955 1.2682 -0.5020  -0.4028
C: 2.1483 0.3150 0.6882  -0.0161
C: -0.5491 -1.0880 -0.5163  -0.2665
C: -1.2697 -1.6550 0.6431  -0.6187
C: 1.0843 0.7951 -0.4018  -0.3160
H: -1.1945 1.5613 -1.5510  0.1519
H: 0.4852 -1.3926 -0.7246  0.2568
H: -0.8809 -1.4352 1.6428  0.2303
H: -2.2536 -1.1344 0.7161  0.1810
H: 1.7849 0.6618 -1.2587  0.2023
H: -2.2962 0.8568 -0.3394  0.1788
H: -1.6301 -2.6909 0.7344  0.1936
H: -1.0292 -0.9866 -1.5029  0.1615
H: 1.6108 0.1273 1.6681  0.0728
H: 1.0601 1.9017 -0.4975  0.1533
H: -1.2524 2.1668 0.1515  0.1862
H: 2.8977 1.1167 0.9367  0.0678

2.
Molecular formula: C2H7Cl2NSi
Method: DFT, ωB97M-V/def2-TZVPD

Computed properties:
- Multiplicity: 1
- Energy: -1345.11623 Eh
- SMILES string: CN(C)[SiH](Cl)Cl
- Orbital gap: 9.8 eV
- E_LUMO: 0.8 eV

Each line ends with the natural charge from an NBO analysis.
Positions of all 13 atoms, in Å:
Cl: 0.4410 0.2047 -2.9578  -0.3887
Cl: -2.3171 -0.9187 -1.5830  -0.3457
Si: -0.7680 0.3270 -1.3125  1.4149
N: -0.0148 0.0460 0.2140  -0.8730
C: 0.2076 0.8961 1.3393  -0.4015
C: 0.5273 -1.2505 0.2230  -0.3920
H: 0.7253 1.9223 1.1211  0.1887
H: -0.0574 -1.9469 0.7217  0.1822
H: 0.5867 -1.5694 -0.7551  0.1922
H: -0.6660 1.3520 1.7595  0.1952
H: 0.7200 0.3376 2.1556  0.2076
H: 1.5500 -1.2469 0.5942  0.1932
H: -0.9346 1.8467 -1.5202  -0.1732

3.
Molecular formula: C30H27ClMnO3PS
Method: DFT, ωB97M-V/def2-TZVPD

Computed properties:
- Multiplicity: 4
- Energy: -3735.53069 Eh
- Charge: +1
- Orbital gap (alpha / beta): 6.9 / 3.6 eV
- E_LUMO (alpha / beta): -4.4 / -7.7 eV

Each line ends with the Löwdin spin population.
Positions of all 64 atoms, in Å:
Mn: 0.4240 -0.1768 0.4681  2.3745
Cl: 2.5128 0.7104 0.2325  -0.0232
S: -1.5036 1.6522 2.7797  -0.0094
P: 0.2126 -0.1797 -1.8913  -0.0384
O: -0.2793 1.3842 1.9721  0.0855
O: -1.8969 3.0452 2.7678  0.0805
O: -2.5376 0.6405 2.6065  0.0063
C: 2.6642 -1.4162 -2.5366  -0.0003
C: 3.0812 -2.6461 -4.5876  -0.0011
C: -2.0446 0.2551 -3.5586  -0.0026
C: 1.4115 -1.9179 1.5161  -0.0688
C: 0.1975 3.8555 -2.6114  0.0002
C: 0.8321 -1.9475 -4.0233  -0.0016
C: 0.5298 -1.4852 2.5573  -0.0282
C: 1.3542 2.8186 -4.4731  -0.0001
C: 0.5750 2.0169 6.2442  0.0377
C: 0.1272 2.2047 4.9407  0.1004
C: -0.8108 -1.6010 2.0852  -0.0863
C: -1.4256 -0.5919 -2.6264  -0.0057
C: -0.9636 0.1804 6.5306  0.1005
C: -2.0144 -1.8406 -2.3485  -0.0015
C: -3.8481 -1.3387 -3.8499  -0.0019
C: 0.5850 1.4621 -2.6144  -0.0036
C: 0.6044 -2.3299 0.3887  -0.1095
C: 1.2718 1.5805 -3.8301  -0.0020
C: 0.5598 0.7604 8.4273  0.0468
C: 0.8008 3.9553 -3.8723  -0.0010
C: 0.0489 0.9948 7.0382  0.2324
C: -0.7795 -2.1046 0.7495  -0.0256
C: -3.2580 -2.1723 -2.8887  0.0001
C: 3.5480 -2.0686 -3.3985  0.0001
C: -0.8918 1.3797 4.4494  0.2665
C: 1.2995 -1.3013 -2.8653  -0.0020
C: -1.4405 0.3663 5.2384  0.0522
C: 1.7173 -2.5907 -4.8911  0.0000
C: 0.1171 2.6217 -1.9628  0.0008
C: -3.2183 -0.1417 -4.2051  0.0000
H: 0.9698 -2.8327 -0.5027  -0.0013
H: -0.2696 0.7394 9.1418  0.0143
H: 1.3469 2.6598 6.6670  -0.0014
H: 3.7754 -3.1296 -5.2786  -0.0001
H: 1.7296 0.7011 -4.2844  -0.0001
H: 2.4950 -2.0235 1.5775  -0.0010
H: -3.7505 -3.0976 -2.5776  0.0000
H: 1.8407 2.8836 -5.4481  0.0000
H: 0.5526 2.9840 4.3156  0.0007
H: 1.2616 1.5458 8.7167  -0.0001
H: 1.3338 -3.0316 -5.8150  0.0000
H: -1.7260 -1.4728 2.6577  -0.0028
H: -0.2283 -1.9315 -4.2671  -0.0001
H: 0.8243 -1.1997 3.5706  0.0007
H: -0.2228 4.7436 -2.1302  0.0000
H: 3.0347 -0.9596 -1.6177  0.0003
H: -3.6308 0.4886 -4.9954  0.0000
H: -1.5855 1.2122 -3.8106  -0.0001
H: -1.3784 -0.6070 7.1598  0.0010
H: 4.6127 -2.1147 -3.1502  0.0000
H: 0.8419 4.9182 -4.3869  0.0000
H: -1.4852 -2.5766 -1.7384  0.0000
H: -2.2363 -0.2608 4.8429  -0.0009
H: -4.7821 -1.6351 -4.3341  -0.0001
H: -1.6523 -2.3868 0.1731  0.0001
H: -0.3092 2.5519 -0.9578  0.0012
H: 1.0756 -0.2024 8.5146  0.0179

Relative energy (zero: lowest compared OMol25 entry of this formula, charge and spin)? In order: 50.3, 28.1, 0.0 kcal per mole.